{
  "formula": "C2H9O3P2Sr",
  "method": "ωB97M-V with the def2-TZVPD basis set",
  "species": ["O", "P", "C", "C", "O", "P", "O", "H", "H", "H", "H", "H", "H", "H", "H", "H", "Sr"],
  "xyz": [[2.4678, 1.4987, 0.6524], [2.0731, 0.1993, -0.0429], [0.5368, 0.2352, -0.8925], [-0.2182, -1.1173, -0.9849], [-1.5511, -0.7759, -0.9896], [-2.0052, 0.3464, 0.3722], [-0.0195, 1.0003, 0.1351], [3.2846, -0.3316, -0.5412], [1.6878, -0.6166, 1.0283], [0.5921, 0.7123, -1.8811], [0.0699, -1.6945, -1.8651], [0.0171, -1.7202, -0.0767], [-3.3115, -0.1533, 0.4714], [-2.2631, 1.3175, -0.6124], [-2.0846, 1.2688, 1.4519], [-1.4262, -0.6727, 1.2239], [2.1501, 0.5035, 2.5512]],
  "homo_energy_ev": -11.384,
  "orbital_gap_ev": 5.76,
  "total_charge": 1,
  "lumo_ev": -5.63
}

{
  "formula": "C2H9OS",
  "method": "ωB97M-V with the def2-TZVPD basis set",
  "species": ["O", "H", "H", "H", "C", "C", "S", "H", "H", "H", "H", "H", "H"],
  "xyz": [[0.2554, -0.2967, 2.2970], [0.7350, 0.0177, 3.0886], [0.6974, 1.9049, 3.3844], [-0.6605, -0.2699, 2.6492], [-1.3705, 0.8330, -1.6708], [-0.0061, 0.6315, -1.0351], [0.5445, -0.8595, -0.6183], [-1.2191, 1.4910, -2.6142], [-1.8739, -0.0960, -1.9776], [-1.9722, 1.3352, -0.8231], [0.2645, 2.1232, 3.9522], [0.5679, 1.5326, -0.6762], [0.9650, -0.7009, 0.7694]],
  "de_lowest_kj_mol": 257.7,
  "homo_energy_ev": -15.862,
  "orbital_gap_ev": 9.42,
  "total_charge": 1,
  "lumo_ev": -6.44
}

{
  "formula": "C2H9OS",
  "method": "ωB97M-V with the def2-TZVPD basis set",
  "species": ["O", "H", "H", "H", "C", "S", "C", "H", "H", "H", "H", "H", "H"],
  "xyz": [[-0.8950, -2.3766, 2.1400], [-0.3852, -2.8800, 2.8097], [-1.8465, -2.8404, 2.1873], [-0.5235, -0.6204, 0.6686], [1.2791, 0.0744, -0.5772], [-0.4768, 0.3283, -0.3733], [-0.5401, 1.9693, -1.0924], [1.5387, 0.0987, -1.6420], [1.9929, 0.6592, 0.0529], [1.3782, -0.9863, -0.3850], [-0.0017, 2.5872, -0.5067], [-1.6262, 2.0483, -1.3032], [0.1060, 1.9382, -1.9786]],
  "spin_multiplicity": 2,
  "de_lowest_kj_mol": 206.1,
  "homo_energy_ev": [-22.097, -19.508],
  "orbital_gap_ev": [10.42, 3.75],
  "total_charge": 2,
  "lumo_ev": [-11.68, -15.76]
}

{
  "formula": "C2HBF6",
  "method": "ωB97M-V with the def2-TZVPD basis set",
  "species": ["B", "C", "C", "F", "F", "F", "F", "F", "F", "H"],
  "xyz": [[-0.4979, 0.5049, 0.0313], [-0.0512, 1.9731, -0.0859], [-2.0413, -0.0326, -0.0106], [1.1767, 2.2837, -0.5147], [0.0632, 1.6519, 1.2893], [-0.8795, 3.0100, -0.0995], [-2.0779, -1.2061, -0.5516], [-2.7831, 0.8058, -0.8036], [-2.7692, -0.0001, 1.1158], [0.4951, -0.3452, -0.4189]],
  "de_lowest_kj_mol": 201.8,
  "homo_energy_ev": -12.392,
  "orbital_gap_ev": 12.32,
  "total_charge": 0,
  "lumo_ev": -0.07
}

{
  "formula": "C2HBr2NO2",
  "method": "ωB97M-V with the def2-TZVPD basis set",
  "species": ["C", "C", "N", "O", "O", "Br", "Br", "H"],
  "xyz": [[0.4062, -0.1706, 0.2844], [0.8851, -0.4560, -1.9409], [1.3296, -0.5283, -0.7320], [0.5594, 0.9039, 0.7838], [2.5455, -0.6256, -0.4088], [-0.9342, -0.1236, -2.1022], [1.9142, -0.8343, -3.3479], [-0.2582, -1.0393, 0.7027]],
  "de_lowest_kj_mol": 12.8,
  "homo_energy_ev": [-9.186, -9.185],
  "orbital_gap_ev": [8.93, 8.93],
  "total_charge": 0,
  "lumo_ev": [-0.26, -0.26]
}

{
  "formula": "C2HBr3",
  "method": "ωB97M-V with the def2-TZVPD basis set",
  "species": ["Br", "C", "C", "Br", "Br", "H"],
  "xyz": [[-1.0001, -1.4097, 1.4711], [0.0417, -0.0307, 0.7533], [0.2017, 0.1707, -0.5452], [1.2146, 1.5418, -1.2815], [-0.9905, -0.8602, -1.8862], [0.5327, 0.5881, 1.4884]],
  "de_lowest_kj_mol": 0.0,
  "homo_energy_ev": -9.567,
  "orbital_gap_ev": 9.42,
  "total_charge": 0,
  "lumo_ev": -0.14
}

{
  "formula": "C2HBrCl3NO2",
  "method": "ωB97M-V with the def2-TZVPD basis set",
  "species": ["O", "N", "O", "C", "Br", "C", "Cl", "Cl", "Cl", "H"],
  "xyz": [[1.7250, -0.1540, 1.4127], [0.8524, 0.5919, 1.1476], [0.3620, 1.4141, 1.8563], [0.2573, 0.4252, -0.2885], [-0.6570, 2.0186, -0.6827], [-0.6029, -0.7838, -0.5180], [0.4553, -2.1776, -0.1885], [-2.1150, -0.8180, 0.5541], [-1.2338, -0.7570, -2.1737], [0.9569, 0.2405, -1.1192]],
  "de_lowest_kj_mol": 11.5,
  "homo_energy_ev": -10.769,
  "orbital_gap_ev": 10.51,
  "total_charge": 0,
  "lumo_ev": -0.26
}

{
  "formula": "C2HBrClF3",
  "method": "ωB97M-V with the def2-TZVPD basis set",
  "species": ["C", "C", "F", "F", "F", "Cl", "Br", "H"],
  "xyz": [[1.1112, -0.4522, 0.5884], [-0.8595, 0.5436, -0.6379], [0.5239, -0.8264, 1.6960], [-0.7152, 1.7968, -0.4373], [-1.0118, 0.1247, -1.8602], [1.3922, -1.5646, -0.6829], [-2.3246, 0.0930, 0.5566], [1.8837, 0.2851, 0.7773]],
  "de_lowest_kj_mol": 349.2,
  "homo_energy_ev": [-8.933, -8.769],
  "orbital_gap_ev": [8.82, 8.37],
  "total_charge": 0,
  "lumo_ev": [-0.11, -0.40]
}

{
  "formula": "C2HBrClFO",
  "method": "ωB97M-V with the def2-TZVPD basis set",
  "species": ["C", "C", "O", "F", "Cl", "Br", "H"],
  "xyz": [[-0.8624, 0.1856, -0.2976], [0.5359, -0.1654, 0.2550], [-1.0621, 1.2568, -0.7688], [1.0895, -0.8056, -0.9959], [0.5334, -1.2967, 1.5109], [1.4197, 1.4601, 0.6594], [-1.6540, -0.6348, -0.3630]],
  "spin_multiplicity": 3,
  "de_lowest_kj_mol": 150.0,
  "homo_energy_ev": [-7.218, -11.180],
  "orbital_gap_ev": [7.68, 7.74],
  "total_charge": 0,
  "lumo_ev": [0.46, -3.44]
}

{
  "formula": "C2HBrN2S",
  "method": "ωB97M-V with the def2-TZVPD basis set",
  "species": ["S", "N", "C", "Br", "C", "N", "H"],
  "xyz": [[-1.3839, 3.3642, -0.2348], [-1.9223, 1.9246, -0.1068], [-2.1367, 0.7559, 0.1771], [-3.1820, -0.6885, 0.1382], [0.3163, -0.1188, 1.2675], [-0.5203, -0.8773, 1.4648], [1.1303, 0.4318, 1.2915]],
  "de_lowest_kj_mol": 269.8,
  "homo_energy_ev": -8.429,
  "orbital_gap_ev": 8.08,
  "total_charge": 0,
  "lumo_ev": -0.35
}